Entry 1:
Here is the ion C6H6N with charge +1 from the OMol25 dataset. Energies are from ωB97M-V/def2-TZVPD.

XYZ file:
```
13
Properties=species:S:1:pos:R:3:forces:R:3
C 0.434399 1.018506 0.026823 -0.6958 -1.3957 -0.0283
C -0.327525 -0.197949 0.202345 -0.7419 -0.3860 0.5182
H 0.027932 2.004399 0.019048 0.1217 0.6815 0.0098
C 1.922465 -0.760095 0.005203 -2.2927 2.3969 0.8658
H -3.149946 -0.469818 -1.120280 -0.0097 0.3426 0.6154
H 2.326988 -1.233332 -0.820155 0.9983 -0.6891 -2.0084
H -3.752575 -0.152447 0.575386 -2.5419 0.3380 2.1694
C -1.720410 -0.136393 0.221038 2.3806 -1.0240 -0.5538
N 1.668639 0.713371 -0.099850 0.2392 1.7728 -0.7967
C 0.650128 -1.335400 0.343811 -2.7885 -0.1294 -0.0605
C -2.969888 -0.201467 -0.054985 2.6168 -0.6356 -2.4897
H 2.305385 1.494921 -0.086900 0.8421 -0.2177 -0.3604
H 2.584402 -0.744291 0.788521 1.8718 -1.0541 2.1191
```
Positions in Å, forces in eV/Å.

Output
calculated total energy: -286.52654 Eh
2S+1: 1
frontier orbital gap: 7.66 eV
net charge: +1
energy relative to the best compared isomer or geometry (same formula, charge and spin): 2.958 eV
HOMO energy: -13.42 eV
lowest unoccupied orbital energy: -0.2120 hartree

These are the natural (NBO) partial charges, in e, on atoms 1 to 6:
1. C 0.24
2. C -0.41
3. H 0.25
4. C -0.41
5. H 0.31
6. H 0.30

=====

Entry 2:
Here is the ion C6H6N with charge +1 from the OMol25 dataset. Energies are from ωB97M-V/def2-TZVPD.

XYZ file:
```
13
Properties=species:S:1:pos:R:3:forces:R:3
H -2.776889 -0.671028 -0.945903 0.5070 0.3138 -0.7615
C 2.756775 -0.043737 0.151322 0.2031 -0.0791 -0.5648
N -0.919847 -0.303018 0.177077 2.1844 -0.6363 -0.8800
C -1.487303 1.016048 0.073956 -0.0496 -0.0206 -2.4722
H -0.009943 -2.153061 -0.159688 0.5860 1.8204 0.8765
C 3.948225 0.419053 0.028541 -3.3826 -1.0383 0.6472
H 4.694237 1.028104 -0.397864 0.7719 0.1868 -0.1969
C -2.306941 -0.286194 -0.057883 1.2866 1.4438 -1.4879
H -2.828991 -0.549194 0.741908 -2.2813 -1.0257 3.5614
C 1.539261 -0.533775 0.214880 -1.6436 -0.5119 -0.0022
C 0.163990 -1.044177 0.126202 2.1390 0.2560 -1.0327
H -1.385981 1.573241 -0.961577 0.3138 -1.0754 2.4309
H -1.386588 1.547744 1.009024 -0.6346 0.3665 -0.1177
```
Positions in Å, forces in eV/Å.

Output
calculated total energy: -286.45564 Eh
2S+1: 1
frontier orbital gap (alpha / beta): 6.55 / 6.71 eV
net charge: +1
energy relative to the best compared isomer or geometry (same formula, charge and spin): 4.888 eV
HOMO energy (alpha / beta): -13.16 / -13.09 eV
lowest unoccupied orbital energy (alpha / beta): -0.2427 / -0.2342 hartree

These are the natural (NBO) partial charges, in e, on atoms 1 to 6:
1. H 0.24
2. C -0.06
3. N -0.31
4. C -0.21
5. H 0.28
6. C 0.06

=====

Entry 3:
Here is a structure of composition C6H6N from the OMol25 dataset. Energies are from ωB97M-V/def2-TZVPD.

XYZ file:
```
13
Properties=species:S:1:pos:R:3:forces:R:3
C 0.117150 0.349174 0.037610 -2.1503 -1.3131 -1.3372
H 1.293089 2.145265 0.883625 -0.0459 -2.6109 -1.9079
C -0.070686 -0.872683 -0.716890 -0.1193 0.4268 2.8430
H -1.644784 -0.555853 1.122674 0.7002 -0.0898 -1.5285
H -2.075068 0.106258 -0.558855 1.0145 0.0818 0.4369
N 0.921359 -1.394245 0.232269 0.0745 0.5389 1.7256
C 2.210618 -0.877066 0.137001 -0.1775 2.6681 -0.9319
C 2.375427 0.355534 -0.211618 -0.2908 -2.2760 0.8447
H 0.961603 1.914116 -0.915251 0.4698 -0.7806 1.0116
H 0.051814 -1.259387 -1.675501 -0.3971 -0.0313 -1.7403
C 1.221880 1.281331 0.017265 0.8154 3.6616 0.6712
C -1.244679 -0.252759 0.098269 -0.1050 -0.0346 0.6689
H 0.620378 -1.755626 1.149803 0.2115 -0.2408 -0.7561
```
Positions in Å, forces in eV/Å.

Output
calculated total energy: -286.40008 Eh
2S+1: 1
frontier orbital gap (alpha / beta): 8.29 / 8.58 eV
net charge: +1
energy relative to the best compared isomer or geometry (same formula, charge and spin): 6.400 eV
HOMO energy (alpha / beta): -14.30 / -14.93 eV
lowest unoccupied orbital energy (alpha / beta): -0.2206 / -0.2331 hartree

These are the natural (NBO) partial charges, in e, on atoms 1 to 6:
1. C 0.33
2. H 0.32
3. C -0.10
4. H 0.27
5. H 0.30
6. N -0.48

=====

Entry 4:
Here is the ion C6H6N with charge +1 from the OMol25 dataset. Energies are from ωB97M-V/def2-TZVPD.

XYZ file:
```
13
Properties=species:S:1:pos:R:3:forces:R:3
C -0.119429 -0.909785 0.469519 1.8588 1.0317 -1.7496
N 0.874789 0.057201 0.814151 -0.9606 -1.1943 -0.7597
H -1.705830 -1.329552 -1.036534 1.0799 1.1168 0.6797
H 0.367385 -0.766486 2.594513 0.7433 -1.5082 1.6445
H -0.096580 1.998148 0.668917 1.2915 -1.9457 -2.0327
H 1.445596 1.818257 -0.239951 1.5070 0.5697 -0.2913
C 0.064744 0.547245 -1.254356 0.1202 -2.1846 -1.4998
C 0.131743 -0.511454 -2.063377 -0.3937 3.7047 3.6858
C -0.151351 -0.413585 1.778423 -0.1554 0.3258 0.2819
C -0.700529 -0.862217 -0.800483 -0.9907 -1.8009 -0.1914
C 0.616590 1.235720 0.023658 -3.1255 1.0110 0.3415
H 0.273097 -1.005225 -2.994564 0.2854 -0.2084 -0.3792
H -1.000224 0.141732 2.040085 -1.2603 1.0823 0.2704
```
Positions in Å, forces in eV/Å.

Output
calculated total energy: -286.47631 Eh
2S+1: 1
frontier orbital gap: 9.11 eV
structure (SMILES): C1=C2C[N+]3=C(C3)[C@H]12
net charge: +1
energy relative to the best compared isomer or geometry (same formula, charge and spin): 4.325 eV
HOMO energy: -14.55 eV
lowest unoccupied orbital energy: -0.1997 hartree

These are the natural (NBO) partial charges, in e, on atoms 1 to 6:
1. C 0.37
2. N -0.32
3. H 0.30
4. H 0.27
5. H 0.26
6. H 0.27